(1)
Entry from the OMol25 dataset: a 2-piece molecular cluster, C7H6Br2N2O2 overall in a non-equilibrium geometry (ωB97M-V/def2-TZVPD).

Kohn-Sham gap (spin up / spin down) (Eh): 0.330 / 0.210
HOMO energy (spin up / spin down) (eV): -8.982 / -7.885
Total charge: 0
ΔE to the lowest compared entry with this formula, charge and spin (kcal per mole): 63.4
E (Eh): -5678.1178
LUMO (spin up / spin down) (hartree): 0.000 / -0.080

Element x y z (Å)
C  -2.1161  1.5520  0.0183
C  -2.0383  0.1692  0.1226
C  -0.9887  2.3338  0.2265
C  -0.8451  -0.5089  0.4423
C  0.1303  0.4331  0.5895
C  -0.7122  -1.9773  0.5401
C  2.9257  -0.2683  -0.2152
N  0.1258  1.6741  0.5109
N  2.0542  -0.2660  -1.2599
O  1.4725  -1.3220  -1.5280
O  1.8909  0.7934  -1.8674
Br  3.8237  1.2958  0.1976
Br  3.2021  -1.8559  0.6901
H  -3.0530  2.0235  -0.2308
H  -2.9172  -0.4355  -0.0506
H  -0.9581  3.4086  0.1679
H  -1.6725  -2.4392  0.7577
H  -0.3375  -2.3574  -0.4143
H  0.0137  -2.2530  1.3027

---

(2)
Entry from the OMol25 dataset: C7H6Br6F8O as an isolated structure in a non-equilibrium geometry (ωB97M-V/def2-TZVPD).

Kohn-Sham gap (Eh): 0.360
HOMO energy (eV): -10.280
Total charge: 0
ΔE to the lowest compared entry with this formula, charge and spin (kcal per mole): 46.8
E (Eh): -16588.4942
LUMO (hartree): -0.018

Element x y z (Å)
C  -1.8970  2.2100  1.7357
C  -3.1212  2.7023  0.8133
C  -3.2505  4.2498  0.7132
F  -4.2147  4.7172  -0.1209
F  -3.2700  4.9883  1.8440
F  -3.1178  2.1174  -0.3948
F  -4.3082  2.4018  1.3888
O  -1.4972  0.8196  1.4085
C  -1.8942  -0.2959  2.2866
C  -0.5479  -1.1962  2.3565
F  -0.1442  -1.7092  1.2028
F  0.4741  -0.4251  2.8953
F  -2.3093  0.1043  3.5088
F  -3.0036  -0.8868  1.8314
H  -2.2614  2.3309  2.7558
H  -0.9431  2.7135  1.5790
H  -2.2564  4.6162  0.4569
H  -0.6647  -2.0841  2.9779
C  5.3874  -4.1016  -3.8974
Br  6.0213  -2.7951  -5.1650
Br  6.5782  -4.4704  -2.4006
Br  4.8785  -5.8001  -4.8965
H  4.5025  -3.8078  -3.3327
C  2.0609  -1.4802  -1.8013
Br  4.0253  -1.7052  -1.4742
Br  1.6343  -1.5026  -3.7601
Br  1.7600  0.3973  -1.2821
H  1.3788  -2.1085  -1.2287

---

(3)
Entry from the OMol25 dataset: a 2-piece molecular cluster, C7H6BrF6O7S2 overall in a non-equilibrium geometry (ωB97M-V/def2-TZVPD).

Kohn-Sham gap (Eh): 0.222
HOMO energy (eV): -13.089
Total charge: +1
E (Eh): -4766.2073
LUMO (hartree): -0.259

Element x y z (Å)
O  1.8424  2.5209  1.6280
C  1.7246  1.3854  1.8788
O  2.6466  0.7482  2.6763
C  0.4720  0.5858  1.3220
F  -0.0886  1.3905  0.3731
F  0.8779  -0.5331  0.6829
C  -0.4874  0.2723  2.5192
F  -0.2906  1.2196  3.4817
F  -0.0615  -0.9013  3.0535
C  -1.9797  0.0552  2.1247
F  -1.9663  -0.7495  1.0367
F  -2.6964  -0.5887  3.0660
C  -2.7615  1.3609  1.6864
O  -3.4338  1.3166  0.7588
S  -2.7387  3.0032  2.5796
Br  -2.7505  2.7362  4.7580
H  3.4604  0.7265  2.1355
H  -1.5025  3.5521  2.2648
C  0.1973  -1.0325  -2.7898
C  0.0660  -2.4222  -3.3820
O  0.9808  -2.4377  -4.4790
S  2.2444  -1.4940  -4.1340
O  3.2979  -2.3092  -3.6455
O  2.4194  -0.5727  -5.1966
O  1.5865  -0.7175  -2.8768
H  -0.3568  -0.2972  -3.3791
H  -0.1365  -0.9924  -1.7542
H  -0.9451  -2.6371  -3.7212
H  0.3796  -3.1885  -2.6681